# C2H5N5

C2H5N5 in the gas phase in a non-equilibrium geometry (ωB97M-V/def2-TZVPD, the OMol25 dataset).

Values from the calculation:
ΔE to the lowest compared entry with this formula, charge and spin (kcal/mol): 68.07
SMILES string: Nc1cnnn1N
Spin multiplicity: 1
HOMO-LUMO gap (eV): 9.05
Total energy (eV): -9603.0694
Total charge: 0
LUMO energy (Eh): 0.0282

The geometry in XYZ format:
```
12
C2H5N5 (ωB97M-V/def2-TZVPD)
N 0.37 -0.67 -1.02
C 0.06 0.58 -0.52
C 0.19 1.94 -0.96
N -0.16 2.70 0.07
N -0.51 2.01 1.05
N -0.31 0.71 0.79
N -0.55 -0.42 1.62
H 1.03 -0.52 -1.83
H 0.10 -1.57 -0.66
H 0.60 2.39 -1.90
H -1.13 -0.25 2.38
H 0.36 -0.67 1.89
```

# C9H21F2LiNO15P2PtS2

A molecular structure, C9H21F2LiNO15P2PtS2 in a non-equilibrium geometry (ωB97M-V/def2-TZVPD, the OMol25 dataset).

Values from the calculation:
Expectation value of S²: 3.767
Spin multiplicity: 4
HOMO-LUMO gap (spin up / spin down) (eV): 7.44 / 6.39
Total energy (eV): -91009.4159
Total charge: 0
LUMO energy (spin up / spin down) (Eh): -0.0955 / -0.1341

The geometry in XYZ format:
```
54
C9H21F2LiNO15P2PtS2 (ωB97M-V/def2-TZVPD)
Pt -18.82 3.30 37.25
Li -21.34 3.12 36.01
N -20.50 1.96 37.36
S -20.52 0.36 36.71
O -21.79 -0.16 36.17
O -19.57 -0.57 37.34
F -19.70 0.85 35.38
S -21.42 1.44 38.55
O -20.81 0.45 39.43
O -22.90 1.27 38.28
F -21.27 2.82 39.41
P -20.56 5.32 36.52
O -19.83 4.25 35.71
O -22.00 4.82 36.69
O -20.87 6.68 35.97
O -19.73 5.13 37.83
C -20.62 4.31 32.70
O -21.38 3.20 32.18
C -22.10 2.47 33.01
O -22.01 2.50 34.23
O -22.98 1.57 32.36
C -23.87 0.84 33.17
H -19.79 3.95 33.31
H -21.15 4.89 33.45
H -20.22 5.00 31.96
H -24.33 0.08 32.54
H -24.55 1.59 33.57
H -23.34 0.39 34.01
C -25.14 4.54 41.18
C -24.20 4.34 40.02
O -24.85 3.81 38.88
P -25.64 4.75 37.79
O -24.82 5.80 37.16
O -26.23 3.67 36.76
C -25.32 2.90 35.98
C -25.45 1.38 36.19
O -26.88 5.40 38.57
C -27.87 6.19 37.86
C -28.68 6.84 38.97
H -25.91 5.25 40.87
H -25.50 3.57 41.50
H -24.58 5.06 41.96
H -23.74 5.31 39.82
H -23.40 3.61 40.15
H -25.22 3.28 34.97
H -24.29 2.95 36.32
H -25.69 1.25 37.24
H -26.28 1.17 35.51
H -24.58 0.76 35.95
H -27.40 6.94 37.21
H -28.57 5.57 37.31
H -28.48 7.89 38.76
H -29.72 6.56 38.77
H -28.37 6.71 40.01
```

# C49H121N8NaO19

A molecular structure, C49H121N8NaO19 in a non-equilibrium geometry (ωB97M-V/def2-TZVPD, the OMol25 dataset).

Values from the calculation:
ΔE to the lowest compared entry with this formula, charge and spin (kcal/mol): 11.39
Spin multiplicity: 1
HOMO-LUMO gap (eV): 7.91
Total energy (eV): -108002.8650
Total charge: 0
LUMO energy (Eh): -0.0010

The geometry in XYZ format:
```
198
C49H121N8NaO19 (ωB97M-V/def2-TZVPD)
Na -1.43 2.75 -1.98
O -1.02 0.78 1.97
C -1.17 1.26 0.77
O -1.98 0.71 -0.02
O -0.49 2.18 0.30
H -1.70 0.12 2.10
C 1.49 -2.38 -0.43
O 2.82 -1.73 -0.40
C 2.81 -0.36 -0.08
C 2.49 -0.06 1.42
N 2.34 1.31 1.74
C 3.54 2.08 1.64
C 4.71 1.56 2.44
O 5.86 2.48 2.43
C 6.92 2.07 3.32
H 0.85 -2.21 0.44
H 1.53 -3.46 -0.60
H 1.06 -1.98 -1.34
H 2.11 0.12 -0.76
H 3.73 0.15 -0.34
H 3.21 -0.60 2.03
H 1.55 -0.58 1.63
H 1.64 1.69 1.12
H 3.30 3.07 2.04
H 3.89 2.21 0.61
H 5.10 0.60 2.10
H 4.34 1.46 3.46
H 7.78 2.73 3.42
H 7.27 1.15 2.84
H 6.63 1.82 4.34
C -3.16 -3.79 -2.90
O -2.25 -4.83 -2.97
C -1.31 -4.94 -1.89
C -0.46 -6.23 -2.07
N 0.76 -6.36 -1.27
C 0.72 -6.36 0.21
C 0.02 -7.56 0.80
O 0.97 -8.62 0.88
C 0.71 -9.71 1.72
H -3.64 -3.55 -3.85
H -2.78 -2.91 -2.38
H -3.98 -4.14 -2.28
H -1.76 -5.08 -0.91
H -0.77 -3.99 -1.90
H -0.20 -6.22 -3.13
H -1.22 -6.99 -1.92
H 1.33 -7.16 -1.50
H 0.23 -5.45 0.54
H 1.66 -6.39 0.76
H -0.77 -7.88 0.12
H -0.37 -7.32 1.79
H 1.59 -10.35 1.63
H -0.09 -10.42 1.51
H 0.66 -9.35 2.75
C 3.97 -2.62 -8.15
O 4.98 -2.79 -7.17
C 4.69 -3.97 -6.39
C 3.94 -3.55 -5.05
N 4.76 -2.86 -4.07
C 4.08 -1.77 -3.31
C 3.93 -0.38 -3.97
O 3.22 0.46 -3.15
C 3.10 1.82 -3.63
H 4.10 -1.70 -8.72
H 2.97 -2.65 -7.72
H 3.96 -3.45 -8.87
H 5.56 -4.61 -6.25
H 4.04 -4.63 -6.98
H 3.46 -4.37 -4.50
H 3.10 -2.88 -5.25
H 5.73 -2.71 -4.30
H 4.62 -1.66 -2.37
H 3.14 -2.16 -2.93
H 3.28 -0.53 -4.84
H 4.92 -0.03 -4.26
H 3.23 2.40 -2.72
H 2.07 1.92 -3.98
H 3.83 2.10 -4.39
C -4.73 4.91 -6.15
O -3.34 5.22 -6.44
C -2.57 5.93 -5.47
C -2.34 5.11 -4.18
N -1.73 3.76 -4.24
C -0.30 3.79 -4.64
C 0.62 4.76 -3.87
O 0.55 4.26 -2.47
C 1.57 4.80 -1.58
H -4.95 4.30 -5.27
H -5.21 4.37 -6.96
H -5.36 5.79 -5.96
H -3.05 6.90 -5.30
H -1.63 6.21 -5.94
H -3.37 4.98 -3.87
H -1.92 5.75 -3.40
H -2.35 3.21 -4.83
H -0.31 4.01 -5.71
H 0.20 2.82 -4.56
H 0.33 5.81 -3.89
H 1.64 4.63 -4.25
H 2.47 5.13 -2.09
H 1.76 4.25 -0.66
H 1.10 5.72 -1.22
C 3.98 -6.45 8.33
O 2.87 -6.03 7.54
C 2.92 -6.68 6.23
C 1.91 -6.17 5.27
N 2.15 -4.74 4.93
C 1.21 -4.34 3.92
C 1.42 -2.84 3.68
O 0.99 -2.19 4.93
C 0.86 -0.79 4.72
H 3.97 -5.79 9.20
H 4.87 -6.41 7.71
H 3.91 -7.50 8.63
H 2.90 -7.77 6.33
H 3.85 -6.47 5.71
H 0.89 -6.37 5.61
H 1.95 -6.81 4.39
H 1.97 -4.22 5.77
H 0.16 -4.44 4.21
H 1.27 -4.91 3.00
H 0.93 -2.60 2.73
H 2.44 -2.51 3.47
H 1.83 -0.38 4.46
H 0.55 -0.26 5.62
H 0.18 -0.56 3.90
C -2.61 -6.02 3.15
O -2.88 -4.62 3.27
C -2.51 -3.67 2.25
C -2.07 -2.33 2.77
N -3.12 -1.36 3.12
C -4.14 -1.17 2.04
C -4.99 0.14 2.36
O -5.74 -0.01 3.59
C -6.47 1.15 3.95
H -3.24 -6.58 3.84
H -1.57 -6.26 3.34
H -2.72 -6.35 2.12
H -3.31 -3.58 1.51
H -1.65 -4.10 1.74
H -1.54 -1.89 1.93
H -1.39 -2.54 3.60
H -3.51 -1.68 4.00
H -4.73 -2.08 1.86
H -3.58 -1.00 1.13
H -5.72 0.42 1.60
H -4.20 0.89 2.38
H -5.95 2.10 3.80
H -6.80 1.24 4.98
H -7.33 1.22 3.28
C -2.39 -0.25 -5.12
O -3.09 0.71 -4.36
C -3.98 0.24 -3.35
C -4.72 1.44 -2.73
N -3.86 2.16 -1.82
C -4.67 3.25 -1.21
C -3.85 4.17 -0.30
O -2.76 4.63 -1.02
C -2.15 5.77 -0.42
H -2.96 -1.09 -5.52
H -1.50 -0.65 -4.64
H -2.03 0.35 -5.96
H -3.37 -0.23 -2.57
H -4.66 -0.53 -3.71
H -5.56 1.03 -2.16
H -5.19 2.15 -3.40
H -3.38 1.53 -1.20
H -5.49 2.73 -0.71
H -5.20 3.85 -1.95
H -3.53 3.74 0.65
H -4.51 4.98 0.02
H -1.22 5.87 -0.96
H -1.85 5.69 0.63
H -2.80 6.61 -0.67
C -2.51 4.13 4.06
O -1.61 5.20 3.81
C -0.27 4.77 3.64
C 0.83 5.84 4.06
N 0.85 7.07 3.33
C 1.55 6.97 2.05
C 1.36 8.25 1.24
O -0.04 8.27 0.98
C -0.36 9.38 0.16
H -2.35 3.45 4.90
H -2.57 3.45 3.21
H -3.52 4.53 4.15
H -0.16 4.58 2.58
H -0.05 3.78 4.05
H 1.84 5.42 4.09
H 0.65 6.14 5.09
H -0.13 7.31 3.24
H 1.27 6.09 1.48
H 2.60 6.84 2.29
H 2.02 8.35 0.38
H 1.68 9.08 1.87
H -0.13 10.36 0.58
H -1.45 9.37 0.07
H 0.18 9.46 -0.78
```

# C4H5NO

C4H5NO in the gas phase in a non-equilibrium geometry (ωB97M-V/def2-TZVPD, the OMol25 dataset).

Values from the calculation:
ΔE to the lowest compared entry with this formula, charge and spin (kcal/mol): 19.78
SMILES string: C[C@H](C#N)C=O
Spin multiplicity: 1
HOMO-LUMO gap (eV): 11.19
Total energy (eV): -7765.6688
Total charge: 0
LUMO energy (Eh): 0.0223

The geometry in XYZ format:
```
11
C4H5NO (ωB97M-V/def2-TZVPD)
C 1.04 -0.79 0.20
C -0.16 0.13 0.44
C -1.39 -0.57 0.03
N -2.30 -1.05 -0.51
C -0.28 1.36 -0.46
O 0.45 1.60 -1.39
H 1.04 -1.58 0.96
H 0.96 -1.26 -0.78
H 2.00 -0.26 0.25
H -0.19 0.47 1.48
H -1.18 1.96 -0.22
```

# C5H12NOS

2 unconnected molecules or ions with the total composition C5H12NOS in a non-equilibrium geometry (ωB97M-V/def2-TZVPD, the OMol25 dataset).

Values from the calculation:
ΔE to the lowest compared entry with this formula, charge and spin (kcal/mol): 221.67
Spin multiplicity: 1
HOMO-LUMO gap (eV): 2.67
Total energy (eV): -19744.6178
Total charge: -1
LUMO energy (Eh): -0.0073

The geometry in XYZ format:
```
20
C5H12NOS (ωB97M-V/def2-TZVPD)
C 2.22 -1.13 -0.08
O 1.73 -2.35 -0.21
C 1.22 0.06 -0.14
C 1.54 1.51 -0.32
C 2.86 1.88 0.59
S -3.94 0.07 -0.26
C -2.20 -0.24 -0.74
N 0.44 -0.05 1.32
H 3.08 -0.85 -0.76
H 2.71 -1.00 1.09
H 0.41 -0.37 -0.66
H 1.68 1.97 -1.33
H 3.87 1.77 0.06
H 2.82 2.86 1.01
H 2.96 1.30 1.36
H -2.08 -0.69 -1.71
H -1.82 -1.00 -0.01
H -1.50 0.61 -0.61
H -0.60 -0.06 1.06
H 0.76 0.96 1.17
```

# C4H7NO2

C4H7NO2 in the gas phase (ωB97M-V/def2-TZVPD, the OMol25 dataset).

Values from the calculation:
ΔE to the lowest compared entry with this formula, charge and spin (kcal/mol): 11.24
SMILES string: C[C@@H](C=O)C(N)=O
Spin multiplicity: 1
HOMO-LUMO gap (eV): 10.71
Total energy (eV): -9846.7924
Total charge: 0
LUMO energy (Eh): 0.0242

The geometry in XYZ format:
```
14
C4H7NO2 (ωB97M-V/def2-TZVPD)
C -0.98 -1.09 0.61
C -0.38 0.02 -0.24
C -1.11 1.35 -0.04
O -2.18 1.45 0.50
C 1.08 0.26 0.12
N 2.00 -0.03 -0.83
O 1.38 0.72 1.21
H -0.65 -0.97 1.65
H -2.07 -1.02 0.60
H -0.68 -2.08 0.25
H -0.48 -0.21 -1.32
H -0.60 2.24 -0.46
H 1.77 -0.50 -1.69
H 2.98 0.06 -0.58
```

# C32H23DyIN8O2S

A molecular structure, C32H23DyIN8O2S in a non-equilibrium geometry (ωB97M-V/def2-TZVPD, the OMol25 dataset).

Values from the calculation:
Expectation value of S²: 9.332
ΔE to the lowest compared entry with this formula, charge and spin (kcal/mol): 19.09
Spin multiplicity: 6
HOMO-LUMO gap (spin up / spin down) (eV): 6.80 / 6.80
Total energy (eV): -92588.4034
Total charge: +1
LUMO energy (spin up / spin down) (Eh): -0.1368 / -0.1368

The geometry in XYZ format:
```
68
C32H23DyIN8O2S (ωB97M-V/def2-TZVPD)
Dy -20.43 -6.30 -3.99
O -14.18 -9.73 -1.45
N -14.01 -9.27 -2.57
O -12.97 -9.34 -3.18
C -15.17 -8.55 -3.20
C -14.87 -7.92 -4.34
C -15.85 -6.97 -4.90
C -15.59 -6.23 -6.04
C -16.57 -5.47 -6.60
C -17.85 -5.46 -6.04
N -18.09 -6.07 -4.87
C -17.14 -6.86 -4.32
C -17.50 -7.66 -3.14
N -18.79 -7.60 -2.70
C -19.13 -8.35 -1.68
C -18.21 -9.16 -0.95
C -16.90 -9.22 -1.40
C -16.48 -8.47 -2.57
H -13.90 -7.99 -4.73
H -14.50 -6.20 -6.38
H -16.48 -4.88 -7.52
H -18.65 -4.87 -6.40
H -20.15 -8.16 -1.37
H -18.57 -9.82 -0.18
H -16.17 -9.80 -0.86
N -24.94 -5.38 5.77
C -24.35 -5.50 4.79
C -23.76 -5.58 3.46
C -23.06 -6.73 3.12
C -22.49 -6.83 1.85
C -22.75 -5.83 0.89
C -23.39 -4.68 1.30
C -23.94 -4.52 2.58
C -22.22 -5.95 -0.55
C -22.91 -6.62 -1.54
C -24.26 -7.04 -1.47
C -24.53 -7.71 -2.61
C -23.34 -7.62 -3.43
N -22.39 -6.97 -2.81
C -20.94 -5.41 -0.67
C -20.06 -4.92 0.31
C -18.93 -4.45 -0.34
C -19.15 -4.69 -1.69
N -20.36 -5.24 -1.92
H -22.98 -7.63 3.68
H -21.89 -7.75 1.64
H -23.57 -3.96 0.53
H -24.46 -3.64 2.91
H -24.90 -6.97 -0.59
H -25.45 -8.24 -2.83
H -23.15 -7.92 -4.45
H -20.22 -4.96 1.36
H -18.09 -3.98 0.09
H -18.48 -4.49 -2.54
I -20.45 -8.47 -5.96
C -22.93 -5.31 -7.52
N -23.35 -4.91 -6.21
C -24.67 -5.01 -5.78
C -24.66 -4.57 -4.48
N -23.38 -4.17 -4.20
C -22.59 -4.32 -5.29
S -20.90 -3.98 -5.43
H -23.83 -5.47 -8.16
H -22.42 -6.26 -7.39
H -22.28 -4.64 -8.05
H -25.40 -5.49 -6.38
H -25.45 -4.62 -3.81
H -23.00 -3.72 -3.37
```

# C23H26F3IrN4O3S

A molecular structure, C23H26F3IrN4O3S (ωB97M-V/def2-TZVPD, the OMol25 dataset).

Values from the calculation:
Expectation value of S²: 6.073
Spin multiplicity: 5
HOMO-LUMO gap (spin up / spin down) (eV): 6.78 / 5.38
Total energy (eV): -58198.3528
Total charge: 0
LUMO energy (spin up / spin down) (Eh): 0.0018 / -0.0642

The geometry in XYZ format:
```
61
C23H26F3IrN4O3S (ωB97M-V/def2-TZVPD)
Ir 0.05 -0.29 -1.26
C -2.53 1.38 1.48
C -3.54 0.49 0.74
C -2.97 -0.33 -0.42
N -1.67 -0.92 -0.13
C -1.56 -1.92 0.72
C -2.68 -2.59 1.26
C -2.80 -3.48 2.32
C -1.83 -3.93 3.20
C -0.47 -3.69 3.10
C 0.25 -3.06 2.10
C -0.17 -2.40 0.92
N 0.65 -2.04 -0.04
C 1.98 -2.63 -0.14
C 3.10 -1.63 0.09
C 3.10 -0.55 -0.98
N 2.02 0.40 -0.80
C 2.19 1.49 -0.07
C 3.37 1.74 0.66
C 3.83 2.89 1.30
C 3.28 4.16 1.33
C 2.05 4.53 0.80
C 1.06 3.76 0.23
C 1.00 2.36 -0.03
N -0.11 1.74 -0.36
C -1.36 2.47 -0.54
C -2.13 2.66 0.76
H -2.97 1.66 2.44
H -1.64 0.79 1.71
H -3.98 -0.20 1.47
H -4.36 1.10 0.36
H -3.69 -1.11 -0.71
H -2.86 0.28 -1.31
H -3.61 -2.35 0.78
H -3.81 -3.82 2.51
H -2.17 -4.54 4.03
H 0.14 -4.08 3.92
H 1.32 -3.05 2.26
H 2.09 -3.49 0.52
H 2.07 -3.02 -1.17
H 2.98 -1.18 1.08
H 4.06 -2.17 0.08
H 4.07 -0.03 -1.03
H 2.96 -1.02 -1.95
H 4.04 0.89 0.74
H 4.78 2.77 1.80
H 3.86 4.93 1.82
H 1.82 5.58 0.87
H 0.17 4.31 -0.03
H -1.19 3.45 -0.99
H -1.95 1.93 -1.27
H -1.51 3.26 1.44
H -3.02 3.26 0.54
F 1.58 -0.73 -4.33
C 0.47 -0.62 -5.07
F 0.41 -1.66 -5.89
F 0.56 0.50 -5.78
S -1.00 -0.57 -3.98
O -0.74 -1.68 -3.04
O -2.14 -0.68 -4.82
O -0.82 0.70 -3.25
```

# C4H12S2

2 unconnected molecules or ions with the total composition C4H12S2 (ωB97M-V/def2-TZVPD, the OMol25 dataset).

Values from the calculation:
ΔE to the lowest compared entry with this formula, charge and spin (kcal/mol): 5.74
SMILES string: CCS.CCS
Spin multiplicity: 1
HOMO-LUMO gap (eV): 9.44
Total energy (eV): -26012.8687
Total charge: 0
LUMO energy (Eh): 0.0273

The geometry in XYZ format:
```
18
C4H12S2 (ωB97M-V/def2-TZVPD)
C 1.46 1.87 1.60
C 0.37 0.83 1.79
S 1.08 -0.84 1.72
H 2.08 1.92 2.50
H 1.01 2.85 1.43
H 2.09 1.62 0.75
H -0.15 0.97 2.74
H -0.38 0.94 1.00
H 0.08 -1.50 2.32
C -0.10 -1.46 -2.38
C -1.16 -0.54 -1.79
S -2.10 -1.37 -0.47
H -0.56 -2.40 -2.69
H 0.68 -1.67 -1.66
H 0.32 -1.02 -3.29
H -0.71 0.36 -1.38
H -1.86 -0.23 -2.57
H -2.15 -0.33 0.36
```